{"formula": "C29H35F4N3O3P2PtS", "method": "the ωB97M-V functional and the def2-TZVPD basis", "homo_ev": [-13.44, -14.59], "gap_ev": [8.5, 5.8], "charge": 2, "e_above_lowest_ev": 0.000, "multiplicity": 5, "e_lumo_ev": [-4.896, -8.754], "e_tot_ha": -3115.098218, "s_squared": 6.055, "symbols": ["Pt", "C", "C", "N", "C", "C", "C", "C", "N", "C", "C", "F", "C", "F", "C", "C", "F", "C", "F", "H", "H", "H", "H", "H", "H", "H", "H", "H", "H", "H", "H", "H", "H", "H", "C", "P", "C", "C", "C", "C", "C", "C", "C", "P", "C", "C", "H", "H", "H", "H", "H", "H", "H", "H", "H", "H", "H", "H", "H", "H", "H", "H", "O", "S", "O", "N", "C", "O", "C", "C", "C", "C", "C", "C", "H", "H", "H", "H"], "positions_angstrom": [[0.2527, 0.3999, -0.3001], [1.0532, -0.5612, -3.5036], [-0.2786, 0.1884, -3.4232], [-1.0677, -0.0002, -2.1840], [-2.2518, 0.9007, -2.1682], [-1.9394, 2.3898, -2.1549], [-1.5254, -1.3908, -2.0446], [-0.4958, -2.3693, -1.4853], [0.2075, -1.8542, -0.3264], [0.9081, -2.6906, 0.4587], [1.5536, -2.2107, 1.6423], [1.4775, -0.9214, 1.9411], [2.2318, -3.0292, 2.5078], [2.7791, -2.4944, 3.5889], [2.3381, -4.3927, 2.2717], [1.7588, -4.9004, 1.1195], [1.8625, -6.1870, 0.8451], [1.0812, -4.0939, 0.2307], [0.6172, -4.6611, -0.8701], [1.7041, -0.0170, -4.1850], [0.9439, -1.5741, -3.8871], [1.5616, -0.6005, -2.5368], [-0.9047, -0.1156, -4.2699], [-0.0806, 1.2450, -3.5391], [-2.8271, 0.6592, -1.2730], [-2.8750, 0.6633, -3.0379], [-1.1724, 2.6160, -1.4141], [-2.8398, 2.9409, -1.8853], [-1.6046, 2.7615, -3.1209], [-1.8523, -1.7726, -3.0169], [-2.3914, -1.3911, -1.3867], [0.2262, -2.6545, -2.2519], [-1.0398, -3.2824, -1.2388], [2.8663, -5.0409, 2.9581], [-1.4718, -1.0022, 2.9302], [-1.8409, -0.2026, 1.3243], [-3.2817, -1.2096, 0.8157], [-2.5079, 1.4193, 1.7869], [-3.8438, 1.5761, 2.1454], [-4.3300, 2.8275, 2.4919], [-3.4876, 3.9288, 2.4743], [-2.1533, 3.7800, 2.1277], [-1.6521, 2.5250, 1.7916], [0.1049, 2.2871, 1.3968], [0.9411, 1.9349, 2.9724], [0.7562, 3.9220, 0.9760], [-2.3244, -0.8350, 3.5889], [-0.5766, -0.6054, 3.3986], [-1.3466, -2.0752, 2.7729], [-3.9094, -1.4096, 1.6841], [-2.9218, -2.1668, 0.4363], [-3.8762, -0.7130, 0.0506], [-4.5152, 0.7274, 2.1606], [-5.3692, 2.9433, 2.7691], [-3.8688, 4.9090, 2.7273], [-1.5122, 4.6506, 2.1209], [0.7867, 2.7886, 3.6332], [2.0033, 1.8086, 2.7644], [0.5715, 1.0344, 3.4544], [0.6058, 4.5846, 1.8285], [0.2881, 4.3283, 0.0839], [1.8277, 3.8418, 0.7968], [0.9427, 4.2330, -2.1912], [1.8140, 3.1395, -2.5048], [1.7609, 2.5942, -3.8242], [1.5672, 1.9226, -1.3551], [2.6327, 1.7812, -0.5541], [2.5750, 1.0184, 0.4310], [3.7849, 2.6218, -0.9279], [5.0373, 2.6565, -0.3378], [5.9697, 3.5515, -0.8475], [5.6559, 4.3865, -1.9152], [4.3984, 4.3497, -2.5131], [3.4871, 3.4582, -1.9960], [5.2733, 1.9985, 0.4877], [6.9576, 3.5960, -0.4098], [6.4035, 5.0716, -2.2908], [4.1477, 4.9879, -3.3498]], "atomic_forces_ev_per_a": [[-0.22, 0.14, -0.62], [-0.22, 0.05, 0.05], [0.31, -0.03, -0.32], [0.20, 0.10, 0.64], [-0.17, 0.28, -0.12], [0.09, -0.20, -0.05], [0.06, -0.18, 0.14], [-0.31, -0.01, -0.44], [0.42, 0.08, 0.55], [0.05, 0.04, -0.02], [-0.05, 0.00, -0.05], [-0.12, 0.17, 0.08], [-0.03, -0.05, -0.04], [0.00, 0.01, 0.03], [-0.02, 0.03, -0.05], [0.00, 0.08, 0.01], [0.01, -0.08, -0.03], [0.09, -0.05, 0.08], [-0.07, -0.10, -0.12], [0.01, 0.00, 0.00], [0.00, -0.02, 0.02], [0.07, 0.01, 0.00], [-0.11, 0.06, 0.05], [-0.03, 0.13, 0.08], [0.04, -0.07, -0.05], [-0.02, -0.07, 0.03], [0.04, 0.10, 0.03], [-0.02, -0.03, -0.02], [0.06, 0.02, 0.01], [-0.05, 0.02, 0.00], [0.08, 0.05, -0.18], [0.05, 0.04, 0.08], [0.00, 0.02, 0.06], [0.02, 0.00, 0.00], [0.15, -0.04, -0.25], [-0.08, 0.15, 0.25], [0.12, 0.06, -0.01], [0.00, -0.16, -0.12], [-0.01, -0.01, 0.00], [-0.03, 0.01, 0.00], [-0.01, 0.02, -0.01], [0.03, 0.02, 0.01], [0.17, 0.01, -0.14], [-0.21, 0.18, 0.42], [0.07, -0.16, -0.19], [0.04, -0.17, -0.17], [-0.02, -0.02, 0.00], [-0.01, -0.02, -0.01], [0.03, 0.01, 0.03], [0.00, 0.02, 0.03], [-0.07, -0.01, 0.06], [0.00, -0.03, 0.03], [-0.01, 0.02, -0.02], [0.01, 0.00, -0.01], [0.00, -0.01, 0.01], [-0.02, 0.00, 0.00], [-0.02, 0.01, 0.01], [0.00, 0.01, 0.03], [-0.02, 0.05, -0.02], [0.00, -0.02, 0.02], [-0.04, 0.02, -0.06], [0.02, 0.01, 0.03], [0.04, -0.03, 0.10], [-0.03, 0.13, 0.03], [0.07, -0.16, 0.01], [-0.33, -0.15, -0.04], [0.30, 0.02, 0.10], [-0.06, -0.09, -0.03], [0.17, 0.08, 0.02], [-0.04, 0.00, -0.02], [0.04, -0.05, 0.06], [-0.05, -0.02, -0.02], [-0.05, 0.08, -0.12], [-0.30, -0.31, 0.16], [0.01, 0.01, 0.00], [0.00, 0.02, -0.01], [-0.01, 0.01, -0.01], [0.04, 0.02, 0.01]], "lowdin_spin": [1.590, 0.009, 0.012, 0.159, 0.005, 0.002, 0.009, 0.053, 0.535, 0.059, 0.111, 0.036, -0.007, -0.015, 0.177, -0.008, -0.015, 0.121, 0.043, 0.000, 0.001, 0.004, 0.006, 0.001, 0.000, 0.004, 0.001, 0.000, 0.000, 0.003, 0.000, 0.019, 0.011, 0.008, 0.026, 0.217, 0.043, 0.024, 0.009, 0.007, 0.005, 0.012, 0.028, 0.237, 0.034, 0.033, 0.007, 0.000, 0.000, 0.009, 0.001, 0.000, 0.001, 0.000, 0.000, 0.001, 0.009, 0.000, 0.000, 0.008, 0.000, 0.000, 0.005, 0.015, 0.006, 0.160, 0.022, 0.117, 0.009, 0.003, 0.001, 0.005, 0.001, 0.012, 0.000, 0.000, 0.000, 0.000]}

{"formula": "C24H39N3OS", "method": "the ωB97M-V functional and the def2-TZVPD basis", "homo_ev": -7.82, "gap_ev": 8.6, "charge": 0, "e_above_lowest_ev": 0.309, "smiles": "Cc1ccc(C(=O)N(CCN2CCCCC2)C[C@H]2CCCN(C3CCCC3)C2)s1", "e_lumo_ev": 0.797, "e_tot_ha": -1575.609557, "symbols": ["C", "C", "C", "C", "C", "C", "O", "N", "C", "C", "N", "C", "C", "C", "C", "C", "C", "C", "C", "C", "C", "N", "C", "C", "C", "C", "C", "C", "S", "H", "H", "H", "H", "H", "H", "H", "H", "H", "H", "H", "H", "H", "H", "H", "H", "H", "H", "H", "H", "H", "H", "H", "H", "H", "H", "H", "H", "H", "H", "H", "H", "H", "H", "H", "H", "H", "H", "H"], "positions_angstrom": [[-1.3647, 3.3535, 3.9651], [-1.8362, 2.3808, 2.9439], [-2.9761, 2.4143, 2.2056], [-3.1108, 1.3148, 1.3280], [-2.0563, 0.4569, 1.3769], [-1.9472, -0.8517, 0.6819], [-2.7510, -1.7348, 0.9383], [-0.9412, -1.0063, -0.2069], [-0.8149, -2.2912, -0.8624], [-1.0097, -2.2273, -2.3858], [-2.0670, -1.3068, -2.7535], [-2.0295, -0.8906, -4.1425], [-2.5101, -1.9668, -5.1235], [-3.9260, -2.4000, -4.7514], [-3.9630, -2.8456, -3.2914], [-3.4088, -1.7346, -2.3921], [-0.0772, 0.0729, -0.6294], [1.3626, -0.0479, -0.0911], [2.3191, -0.6861, -1.1002], [3.7348, -0.7020, -0.5310], [4.1585, 0.7336, -0.2056], [3.2731, 1.3986, 0.7203], [3.5669, 1.2994, 2.1313], [2.9418, 0.1499, 2.9507], [2.9550, 0.6891, 4.3748], [2.4654, 2.1223, 4.1830], [3.1492, 2.5857, 2.8921], [1.8976, 1.3522, 0.2855], [-0.8919, 0.9750, 2.5546], [-1.1461, 2.8507, 4.9065], [-2.1305, 4.1057, 4.1387], [-0.4541, 3.8537, 3.6335], [-3.7085, 3.1978, 2.2878], [-3.9504, 1.1664, 0.6732], [0.1697, -2.7190, -0.6476], [-1.5716, -2.9361, -0.4110], [-1.1728, -3.2592, -2.7375], [-0.0891, -1.8677, -2.8551], [-1.0100, -0.5808, -4.3902], [-2.6792, -0.0131, -4.2314], [-1.8376, -2.8267, -5.0815], [-2.4865, -1.5710, -6.1404], [-4.2596, -3.2091, -5.4054], [-4.6067, -1.5555, -4.8875], [-3.3668, -3.7526, -3.1689], [-4.9852, -3.0771, -2.9894], [-3.4162, -2.0502, -1.3493], [-4.0533, -0.8530, -2.4781], [-0.0728, 0.1020, -1.7211], [-0.5201, 1.0090, -0.2831], [1.3363, -0.6753, 0.8039], [2.0041, -1.7019, -1.3453], [2.3122, -0.0988, -2.0229], [3.7602, -1.3079, 0.3768], [4.4291, -1.1373, -1.2519], [5.1734, 0.7506, 0.1963], [4.1555, 1.3152, -1.1370], [4.6554, 1.2028, 2.2020], [3.4934, -0.7835, 2.8425], [1.9071, -0.0096, 2.6526], [2.3170, 0.1158, 5.0463], [3.9716, 0.6851, 4.7721], [2.7020, 2.7634, 5.0312], [1.3828, 2.1094, 4.0522], [2.4884, 3.1936, 2.2774], [4.0306, 3.1863, 3.1141], [1.2714, 1.7812, 1.0678], [1.8151, 1.9896, -0.6059]], "atomic_forces_ev_per_a": [[0.12, 0.01, 0.05], [0.12, -0.30, -0.13], [0.20, 0.08, 0.18], [0.27, -0.36, -0.23], [-0.02, 0.33, 0.48], [-0.14, -0.11, 0.00], [-0.22, -0.07, 0.09], [0.02, -0.10, -0.07], [-0.13, -0.31, -0.08], [0.01, 0.13, 0.15], [0.16, 0.04, -0.02], [0.12, -0.08, -0.24], [-0.13, 0.24, 0.10], [0.18, -0.26, 0.02], [-0.03, 0.30, -0.04], [-0.14, -0.24, 0.12], [0.34, 0.18, 0.16], [-0.05, 0.25, -0.23], [0.11, -0.16, 0.37], [0.01, 0.24, -0.21], [0.06, -0.22, 0.01], [0.24, 0.01, -0.25], [-0.10, 0.06, 0.09], [0.26, 0.06, 0.07], [-0.18, -0.08, -0.02], [0.18, 0.09, 0.11], [-0.06, -0.05, 0.11], [-0.03, -0.14, 0.07], [-0.61, 0.19, -0.15], [0.01, 0.06, 0.09], [-0.02, 0.05, 0.04], [0.03, 0.08, 0.05], [-0.10, 0.18, 0.07], [-0.16, -0.09, -0.11], [-0.06, -0.05, -0.01], [0.20, 0.05, -0.06], [0.11, 0.05, 0.01], [-0.02, -0.05, -0.05], [-0.04, 0.06, 0.02], [0.03, 0.04, -0.08], [0.05, -0.05, -0.06], [0.07, -0.03, -0.05], [-0.07, 0.07, -0.03], [-0.07, 0.03, -0.04], [-0.02, -0.09, 0.02], [-0.01, -0.08, 0.06], [-0.04, 0.07, 0.04], [-0.07, -0.03, 0.06], [-0.04, 0.06, -0.03], [0.04, -0.06, -0.14], [0.00, 0.00, 0.02], [-0.07, 0.00, -0.10], [-0.05, 0.02, -0.10], [0.05, -0.07, 0.05], [0.05, -0.06, 0.01], [0.00, 0.07, -0.03], [0.09, -0.06, -0.06], [-0.07, -0.01, 0.00], [-0.06, -0.10, -0.08], [-0.06, -0.04, -0.06], [0.06, -0.05, 0.09], [0.06, -0.02, 0.06], [-0.11, 0.04, 0.05], [-0.07, 0.04, 0.05], [0.02, 0.05, -0.07], [0.02, 0.07, -0.04], [-0.07, 0.08, -0.09], [-0.15, 0.03, -0.01]], "nbo_charge": [-0.644, -0.160, -0.273, -0.208, -0.292, 0.653, -0.625, -0.417, -0.231, -0.233, -0.460, -0.207, -0.421, -0.398, -0.420, -0.232, -0.213, -0.253, -0.390, -0.420, -0.200, -0.463, -0.025, -0.433, -0.399, -0.406, -0.407, -0.218, 0.413, 0.226, 0.227, 0.224, 0.222, 0.230, 0.196, 0.246, 0.179, 0.194, 0.194, 0.189, 0.193, 0.208, 0.206, 0.192, 0.192, 0.212, 0.227, 0.188, 0.209, 0.225, 0.204, 0.202, 0.192, 0.196, 0.207, 0.199, 0.181, 0.195, 0.209, 0.201, 0.210, 0.194, 0.209, 0.190, 0.210, 0.207, 0.211, 0.188]}